The following is a DFT calculation (the ωB97M-V functional and the def2-TZVPD basis) of a 2-piece molecular cluster, C6H11N3O overall in a non-equilibrium geometry.

XYZ file:
```
21
Properties=species:S:1:pos:R:3:lowdin_charge:R:1
H 1.08 -0.55 3.00 0.108
H -0.87 -0.30 -2.06 0.058
H 0.83 -0.02 -1.95 0.139
H -1.07 -0.49 0.51 0.128
H -0.40 -1.84 -0.37 0.113
H 1.96 -2.04 2.36 0.116
H -0.61 3.36 -1.00 0.093
N 1.22 1.80 1.52 0.416
C -0.78 2.35 -1.37 0.018
C 1.11 -1.35 2.22 0.023
C -0.12 0.05 -1.41 -0.179
N -2.70 -2.18 -2.39 0.512
H 1.48 2.56 2.08 0.149
H 1.94 -0.83 0.24 0.180
C 1.04 -0.63 0.84 -0.286
C 1.14 0.73 1.17 -0.038
H -1.38 2.37 -2.27 0.087
N -0.10 1.43 -0.85 -0.043
H 0.15 -1.81 2.27 0.078
C -0.21 -0.79 -0.09 -0.136
O -3.72 -1.83 -2.44 0.463
```

For the energy, the calculation gives -12894.8430 eV. The total charge is +2. The calculation puts the strongest force on any atom at 3.60 eV/A. The LUMO energy is -12.51 eV. The relative energy (zero: lowest compared OMol25 entry of this formula, charge and spin) is 129.8 kcal/mol.

***

The following is a DFT calculation (the ωB97M-V functional and the def2-TZVPD basis) of a 2-piece molecular cluster, C6H11N3O3S overall in a non-equilibrium geometry.

XYZ file:
```
24
Properties=species:S:1:pos:R:3:lowdin_charge:R:1
N -0.80 -0.07 -2.07 0.007
H -3.53 -0.32 -2.94 0.092
C 1.73 2.01 4.05 -0.090
C -1.40 -2.13 -2.29 0.035
C -1.71 -0.87 -2.60 -0.369
H -2.99 -0.96 -4.42 0.050
H 2.81 1.94 3.59 0.105
H 1.82 1.22 4.82 0.075
H 0.96 -2.73 -0.18 0.102
N -0.01 -0.74 -1.16 0.083
C -2.66 -0.33 -3.66 -0.009
H 1.43 2.90 4.57 0.062
H -0.13 1.39 3.31 0.099
H -1.69 -3.04 -2.70 0.096
H -2.48 0.73 -4.00 0.094
O 0.22 -3.05 -0.72 0.101
N 1.20 0.26 2.45 -0.176
O 2.14 1.56 0.39 -0.330
C -0.33 -2.00 -1.29 -0.421
C 0.84 1.55 2.90 -0.406
H 0.74 2.35 2.13 0.115
S 2.03 0.27 1.15 0.790
H -0.80 1.00 -1.99 0.194
O 2.60 -0.94 0.64 -0.298
```

For the energy, the calculation gives -27845.0179 eV. Its SMILES is Cc1cc(O)n[nH]1.CCN=S(=O)=O. The total charge is 0. The calculation puts the strongest force on any atom at 4.28 eV/A. The LUMO energy is -0.12 eV. The relative energy (zero: lowest compared OMol25 entry of this formula, charge and spin) is 20.9 kcal/mol.

***

The following is a DFT calculation (the ωB97M-V functional and the def2-TZVPD basis) of the molecule C6H11N3O3S in a non-equilibrium geometry.

XYZ file:
```
24
Properties=species:S:1:pos:R:3:lowdin_charge:R:1
H -3.20 0.45 1.62 0.124
O 2.80 0.10 0.86 -0.280
H 4.27 2.02 0.06 0.068
C 1.21 -1.88 0.69 -0.245
H -2.89 2.03 0.91 0.107
N 3.61 2.18 -0.78 -0.226
O 2.54 0.16 -1.68 -0.473
H 3.45 3.24 -0.96 0.084
C 2.35 -1.05 1.16 -0.107
C -2.00 -1.02 -0.56 -0.083
H 0.60 -1.35 1.45 0.104
H 0.82 -1.64 -1.37 0.128
C -2.62 1.01 0.88 -0.149
C -2.65 0.42 -0.47 -0.174
H -1.90 1.01 -1.00 0.116
N 0.34 -1.77 -0.46 -0.014
H -3.76 0.38 -0.87 0.160
N -0.59 -0.77 -0.12 -0.169
H -2.53 -1.63 0.13 0.103
O -1.18 1.01 1.29 -0.071
H 1.40 -2.96 0.72 0.116
S 2.26 1.07 -0.58 0.897
C -0.24 0.30 0.67 -0.135
H -2.09 -1.32 -1.60 0.117
```

For the energy, the calculation gives -27839.7341 eV. The total charge is 0. The calculation puts the strongest force on any atom at 3.26 eV/A. The LUMO energy is 0.54 eV. The relative energy (zero: lowest compared OMol25 entry of this formula, charge and spin) is 142.7 kcal/mol.

***

The following is a DFT calculation (the ωB97M-V functional and the def2-TZVPD basis) of an isolated ion of composition C6H11N4O and charge +1 in a non-equilibrium geometry.

XYZ file:
```
22
Properties=species:S:1:pos:R:3:lowdin_charge:R:1
C -0.33 -0.67 -1.57 -0.315
N -0.51 1.34 2.01 0.042
H 0.50 -1.84 -3.29 0.126
H 0.35 2.00 2.35 0.223
C 0.69 -0.24 2.80 -0.003
H -1.19 -2.37 -2.75 0.128
N 0.48 -1.13 1.80 0.133
C -0.48 -1.40 -2.84 -0.054
H -0.08 2.67 -0.64 0.192
C -0.23 0.65 -1.46 0.007
C 0.07 1.54 -0.29 -0.410
O 1.41 1.55 0.13 0.011
H 1.67 0.01 3.14 0.097
N -0.14 -1.60 -0.49 0.126
H -0.58 -2.53 -0.73 0.186
C -0.03 -1.24 0.75 -0.070
H -0.52 1.31 -2.40 0.171
H -1.25 1.32 2.66 0.139
H 0.13 -0.52 3.62 0.065
H 1.89 0.76 0.01 0.081
N -0.81 1.17 0.78 0.023
H -1.05 -0.78 -3.59 0.101
```

For the energy, the calculation gives -14395.8663 eV. The total charge is +1. The calculation puts the strongest force on any atom at 5.36 eV/A. The LUMO energy (alpha / beta) is -3.83 / -3.83 eV. The relative energy (zero: lowest compared OMol25 entry of this formula, charge and spin) is 118.7 kcal/mol.

***

The following is a DFT calculation (the ωB97M-V functional and the def2-TZVPD basis) of an isolated ion of composition C6H11N4O2 and charge +1 in a non-equilibrium geometry.

XYZ file:
```
23
Properties=species:S:1:pos:R:3:lowdin_charge:R:1
H -0.91 -1.36 -1.36 0.193
H 2.05 2.31 0.34 0.098
H -3.06 0.67 0.97 0.104
C -1.59 1.17 -0.52 -0.050
O 2.98 0.53 0.58 0.104
H -2.02 -1.53 1.30 0.132
C -0.62 -1.04 -0.27 -0.295
C 1.65 -1.58 0.22 -0.193
H 2.40 -2.19 0.83 0.197
N 0.29 -1.91 0.38 0.078
C 0.90 0.90 -0.16 -0.155
H -3.46 -0.02 -0.63 0.142
C 1.94 -0.13 0.00 -0.397
H -1.75 1.28 -1.60 0.137
N -0.30 0.45 -0.36 0.065
H 3.63 -0.09 0.91 0.139
H 0.66 3.07 -0.20 0.157
N 1.11 2.20 0.09 0.254
O 2.14 -1.09 -1.05 0.109
N -1.90 -1.05 0.42 0.001
C -2.62 0.18 0.14 -0.152
H 0.07 -2.93 0.01 0.210
H -1.57 2.15 -0.04 0.122
```

For the energy, the calculation gives -16447.7569 eV. Its SMILES is [NH2+]=C1N2CCN[C@@H]2N[C@H]2O[C@@]12O. The total charge is +1. The calculation puts the strongest force on any atom at 3.77 eV/A. The LUMO energy is -3.43 eV. The relative energy (zero: lowest compared OMol25 entry of this formula, charge and spin) is 32.8 kcal/mol.

***

The following is a DFT calculation (the ωB97M-V functional and the def2-TZVPD basis) of the molecule C6H11NO in a non-equilibrium geometry.

XYZ file:
```
19
Properties=species:S:1:pos:R:3:lowdin_charge:R:1
H 1.73 -1.35 2.06 0.113
H 1.16 0.48 1.74 0.101
H 0.25 -0.85 2.83 0.097
H 0.93 -1.74 -2.13 0.106
H -0.05 1.38 0.53 0.155
C -0.75 0.42 0.47 -0.283
C 1.04 -0.36 -0.82 -0.298
H 1.61 0.33 -0.18 0.112
C 0.80 -0.64 1.86 -0.127
C 0.08 0.78 -1.52 -0.164
C 0.16 -0.78 0.54 -0.309
C -2.12 0.95 0.29 -0.010
H 0.59 1.68 -1.62 0.077
H -2.29 1.94 0.41 0.034
H -3.20 0.38 0.26 0.160
H -0.27 -1.78 0.51 0.139
N -1.28 0.46 -1.02 -0.058
O 1.67 -1.31 -1.64 -0.020
H -0.05 0.00 -2.57 0.174
```

For the energy, the calculation gives -9930.7092 eV. Its SMILES is C[C@@H]1[C@@H](O)CN2C[C@@H]12. The total charge is 0. The calculation puts the strongest force on any atom at 8.96 eV/A. The LUMO energy is 0.97 eV. The relative energy (zero: lowest compared OMol25 entry of this formula, charge and spin) is 178.6 kcal/mol.

***

The following is a DFT calculation (the ωB97M-V functional and the def2-TZVPD basis) of the molecule C6H11NO in a non-equilibrium geometry.

XYZ file:
```
19
Properties=species:S:1:pos:R:3:lowdin_charge:R:1
H 3.11 1.05 -0.32 0.148
H 1.51 -0.61 1.56 0.132
H -1.74 1.73 0.66 0.144
N -1.07 -0.74 -1.10 -0.042
C -1.24 0.67 0.90 -0.124
C 1.28 -0.33 0.56 -0.231
C 0.10 -0.86 -0.10 -0.260
C 2.54 -0.09 -0.16 -0.102
O 0.16 1.20 -0.95 -0.009
H 0.13 2.28 -0.73 0.224
H -1.16 0.11 1.84 0.113
H -2.52 0.68 -0.85 0.116
C -2.17 -0.13 -0.10 -0.163
H -1.24 -1.91 -0.99 0.160
H 3.46 -0.68 -0.14 0.043
H -0.50 -1.53 0.70 0.154
H -2.98 -0.91 0.28 0.137
C 0.09 0.58 0.21 -0.576
H 2.21 -0.51 -1.28 0.138
```

For the energy, the calculation gives -9929.2893 eV. Its SMILES is C[C@@H]1[C@@H]2NCC[C@@]12O. The total charge is 0. The calculation puts the strongest force on any atom at 7.23 eV/A. The LUMO energy is 0.57 eV. The relative energy (zero: lowest compared OMol25 entry of this formula, charge and spin) is 211.4 kcal/mol.

***

The following is a DFT calculation (the ωB97M-V functional and the def2-TZVPD basis) of a 2-piece molecular cluster, C6H11NO overall in a non-equilibrium geometry.

XYZ file:
```
19
Properties=species:S:1:pos:R:3:lowdin_charge:R:1
H 1.00 -1.23 -1.16 0.047
H -2.72 -1.12 -0.38 0.083
C 0.74 0.27 1.81 -0.063
H 1.65 -1.57 1.20 0.070
H 0.31 -0.12 -2.34 0.072
H -1.78 2.13 -1.26 0.068
H 1.95 0.19 -1.68 0.072
N -2.17 1.25 -0.91 0.175
C 1.72 -0.49 1.26 -0.028
C 0.17 0.84 -0.38 -0.426
H 2.61 -0.05 0.84 0.075
C -1.73 -0.90 0.02 -0.043
H -1.01 -1.68 -0.25 0.072
O 0.56 1.99 -0.40 0.028
C 0.95 -0.18 -1.46 -0.018
C -1.31 0.46 -0.44 -0.401
H -0.06 -0.20 2.36 0.063
H 0.92 1.30 2.07 0.080
H -1.79 -0.90 1.11 0.073
```

For the energy, the calculation gives -9935.1596 eV. Its SMILES is [H]/N=C(/C)C(C)=O.C=C. The total charge is 0. The calculation puts the strongest force on any atom at 5.24 eV/A. The LUMO energy is 0.16 eV. The relative energy (zero: lowest compared OMol25 entry of this formula, charge and spin) is 76.0 kcal/mol.

***

The following is a DFT calculation (the ωB97M-V functional and the def2-TZVPD basis) of the molecule C6H11NO in a non-equilibrium geometry.

XYZ file:
```
19
Properties=species:S:1:pos:R:3:lowdin_charge:R:1
C -0.82 0.09 -0.12 -0.181
N 0.72 -0.79 -1.90 0.019
C -0.51 -0.89 -1.23 -0.383
H -1.89 0.18 0.00 0.106
C -0.16 -0.23 1.24 -0.172
C 1.58 0.10 -1.71 -0.045
C 0.06 1.05 2.06 -0.236
H 2.02 1.23 1.99 0.050
H 2.35 0.27 -2.47 0.066
H -0.49 1.05 -0.52 0.112
H -0.66 1.77 1.69 0.118
C -1.48 -1.60 -1.82 0.085
H -1.23 -2.39 -2.50 0.061
H -0.89 -0.83 1.78 0.111
H 1.82 0.76 -0.86 0.072
H -2.51 -1.42 -1.55 0.061
O 1.28 1.74 1.75 -0.072
H 0.72 -0.85 1.06 0.113
H 0.11 0.76 3.11 0.114
```

For the energy, the calculation gives -9935.6928 eV. Its SMILES is C=NC(=C)CCCO. The total charge is 0. The calculation puts the strongest force on any atom at 1.93 eV/A. The LUMO energy is 0.69 eV. The relative energy (zero: lowest compared OMol25 entry of this formula, charge and spin) is 63.7 kcal/mol.

***

The following is a DFT calculation (the ωB97M-V functional and the def2-TZVPD basis) of a 2-piece molecular cluster, C6H11NO overall in a non-equilibrium geometry.

XYZ file:
```
19
Properties=species:S:1:pos:R:3:lowdin_charge:R:1
C -0.79 2.09 -0.36 -0.234
H -1.98 1.98 1.20 0.066
H 1.50 0.68 1.30 0.063
C -0.24 0.03 -1.45 -0.217
O 0.62 -0.69 -2.20 0.039
N -1.54 1.41 0.48 0.026
H 0.25 -2.90 1.12 0.054
H -0.58 3.15 -0.22 0.110
C 0.07 -0.82 0.78 -0.313
H 2.19 -0.71 0.50 0.076
C 1.43 -0.41 1.22 -0.108
H -0.78 0.14 0.78 0.084
H 0.35 -1.62 -2.19 0.112
C -0.05 1.40 -1.33 -0.092
H 1.70 -0.82 2.20 0.075
H -1.36 -2.34 0.44 0.048
H 0.82 1.86 -1.78 0.110
C -0.37 -2.07 0.80 -0.031
H -1.24 -0.36 -1.32 0.132
```

For the energy, the calculation gives -9934.7178 eV. Its SMILES is [H]/N=C/C=C/O.C=CC. The total charge is 0. The calculation puts the strongest force on any atom at 2.60 eV/A. The LUMO energy is 0.51 eV. The relative energy (zero: lowest compared OMol25 entry of this formula, charge and spin) is 86.2 kcal/mol.

***

The following is a DFT calculation (the ωB97M-V functional and the def2-TZVPD basis) of C6H11NO as an isolated structure in a non-equilibrium geometry.

XYZ file:
```
19
Properties=species:S:1:pos:R:3:lowdin_charge:R:1
O 1.39 -0.08 -1.93 -0.077
H -2.19 -1.12 0.65 0.089
C 1.99 -0.10 -0.61 -0.144
H -2.16 0.06 -1.77 0.081
H 2.89 -0.71 -0.78 0.114
C 0.67 -0.70 -0.03 -0.230
H -1.99 0.63 0.70 0.124
C 0.10 0.08 -1.24 -0.256
H 0.80 -1.74 -0.32 0.148
H -1.48 -1.55 -1.64 0.140
N -0.24 -0.40 1.10 -0.146
H 2.34 0.84 -0.06 0.128
H 0.55 1.70 1.16 0.086
H 0.88 0.71 2.63 0.090
C 0.12 0.87 1.81 -0.101
C -1.40 -0.46 -1.23 -0.069
H -0.85 1.22 2.29 0.087
C -1.53 -0.35 0.34 -0.175
H 0.11 1.10 -1.05 0.113
```

For the energy, the calculation gives -9933.9697 eV. The total charge is 0. The calculation puts the strongest force on any atom at 3.32 eV/A. The LUMO energy is 1.08 eV. The relative energy (zero: lowest compared OMol25 entry of this formula, charge and spin) is 103.4 kcal/mol.

***

The following is a DFT calculation (the ωB97M-V functional and the def2-TZVPD basis) of the molecule C6H11NO in a non-equilibrium geometry.

XYZ file:
```
19
Properties=species:S:1:pos:R:3:lowdin_charge:R:1
H 1.87 -0.90 2.04 0.083
O -2.12 -1.35 -0.85 0.090
C 1.75 -0.16 1.26 -0.052
H 2.50 -0.36 0.50 0.060
H 0.97 1.13 -2.04 0.083
H -2.81 1.08 -1.34 0.101
H -0.71 -1.35 2.22 0.091
C 0.98 0.08 -1.70 -0.044
C 0.02 -0.11 -0.56 -0.219
N -1.82 0.91 -1.30 0.151
H -1.73 -0.17 1.51 0.074
H 0.71 -0.53 -2.56 0.085
H 2.00 -0.20 -1.46 0.066
H 1.97 0.82 1.69 0.087
C 0.34 -0.19 0.74 -0.285
C -1.39 -0.41 -1.04 -0.489
H -0.54 0.33 2.66 0.080
C -0.70 -0.34 1.81 -0.055
H -1.26 1.71 -1.57 0.092
```

For the energy, the calculation gives -9937.4401 eV. Its SMILES is CC(C)=C(C)C(N)=O. The total charge is 0. The calculation puts the strongest force on any atom at 4.48 eV/A. The LUMO energy is 0.86 eV. The relative energy (zero: lowest compared OMol25 entry of this formula, charge and spin) is 23.4 kcal/mol.